ORCA calculation (wB97M-V/def2-TZVPD) on a cluster of 9 separate species, C6H29NO8 in total at a distorted geometry.

Geometry (Å):
1 C 0.39 -0.82 -1.99
2 C -0.25 0.25 -1.09
3 C -1.49 -0.27 -0.32
4 C -2.73 -0.17 -0.86
5 N -2.84 0.33 -2.16
6 C -1.33 -0.85 1.07
7 C -2.26 -1.94 1.54
8 H 1.56 -0.73 -1.82
9 H -0.19 -1.74 -2.00
10 H 0.37 -0.67 -2.99
11 H 0.53 0.54 -0.32
12 H -0.42 1.22 -1.54
13 H -3.71 -0.42 -0.41
14 H -3.66 0.51 -2.59
15 H -2.11 0.28 -2.74
16 H -0.25 -1.25 1.22
17 H -1.34 -0.08 1.84
18 H -2.44 -2.67 0.79
19 H -3.19 -1.52 1.84
20 H -1.95 -2.37 2.44
21 O -0.91 3.10 0.66
22 H -1.58 2.49 0.49
23 H -0.38 2.59 1.34
24 O 2.20 -1.06 1.82
25 H 2.77 -0.33 1.79
26 H 1.34 -0.58 1.99
27 O -2.31 -3.83 -1.24
28 H -1.69 -4.26 -0.67
29 H -2.11 -2.92 -1.32
30 O 0.79 1.42 1.85
31 H 0.86 1.44 2.86
32 H 1.61 2.12 1.69
33 O 3.50 1.18 -0.70
34 H 2.85 1.52 -1.39
35 H 3.69 0.21 -0.82
36 O 1.71 -3.47 0.60
37 H 1.91 -2.65 0.94
38 H 2.37 -3.99 0.89
39 O 0.98 3.47 -1.10
40 H 0.62 3.97 -1.82
41 H 0.25 3.37 -0.46
42 O 2.92 2.86 1.29
43 H 3.43 2.29 0.70
44 H 2.48 3.45 0.68

The value obtained for the frontier orbital gap is 8.0 eV. The HOMO energy comes out at -7.80 eV. As for the calculated total energy: -902.6080 Ha. Its SMILES is CCC(=CN)CC.O.O.O.O.O.O.O.O.